Version P
The following is a quantum chemistry calculation of C5H7NO2 in the gas phase, from OMol25.

Output
Net charge ... 0
Gap between HOMO and LUMO ... 8.3 eV

The geometry in XYZ format:
```
15
C5H7NO2, DFT ωB97M-V with the def2-TZVPD basis set
C -0.04 -0.52 -1.87
C -0.09 -0.15 -0.44
C 0.26 0.91 0.32
N 0.59 2.22 0.10
C -0.05 0.24 1.65
O 0.70 -1.01 1.63
C -0.42 -0.98 0.80
O -1.42 -1.88 0.95
H 0.18 0.36 -2.48
H 0.72 -1.28 -2.06
H -1.00 -0.92 -2.20
H 0.90 2.44 -0.84
H 1.01 2.71 0.87
H -0.29 0.64 2.62
H -1.05 -2.77 0.96
```

Atomic partial charges in e from the natural (NBO) method, atoms 1 to 2: -0.6388 -0.1678

Version Q
The following is a quantum chemistry calculation of a molecular structure, C5H7NO2, from OMol25.

Output
Net charge ... 0
Gap between HOMO and LUMO ... 7.6 eV

The geometry in XYZ format:
```
15
C5H7NO2, DFT ωB97M-V with the def2-TZVPD basis set
C 0.28 -1.02 0.27
C 1.10 0.05 0.46
C -0.91 -0.27 0.54
C -0.02 1.00 0.76
C -0.22 2.13 -0.24
N 0.55 -2.43 -0.08
O 2.79 0.23 0.34
O -2.10 -0.51 0.57
H -0.03 1.37 1.78
H -1.15 2.64 -0.04
H -0.23 1.74 -1.26
H 0.60 2.84 -0.15
H 0.95 -2.94 0.73
H 1.24 -2.45 -0.84
H -0.34 -2.87 -0.36
```

Atomic partial charges in e from the natural (NBO) method, atoms 1 to 2: -0.2686 0.4752

Version R
The following is a quantum chemistry calculation of C5H7NO2 in the gas phase, from OMol25.

Output
Net charge ... 0
Gap between HOMO and LUMO ... 10.0 eV

The geometry in XYZ format:
```
15
C5H7NO2, DFT ωB97M-V with the def2-TZVPD basis set
H 2.88 -1.37 -0.46
N 1.94 -1.51 -0.11
C 1.34 -0.44 0.18
C 1.96 0.93 0.05
O 2.84 1.16 -0.73
C -0.08 -0.47 0.64
C -0.92 0.43 -0.25
C -2.36 0.03 -0.37
O -0.44 1.39 -0.80
H 1.59 1.68 0.77
H -0.45 -1.50 0.64
H -0.15 -0.08 1.66
H -2.93 0.82 -0.86
H -2.78 -0.19 0.61
H -2.42 -0.87 -0.98
```

Atomic partial charges in e from the natural (NBO) method, atoms 1 to 2: 0.3564 -0.5524

Which of them is the least stable? Correct choice: version Q.

Version P
The following is a quantum chemistry calculation of C5H7NO2 in the gas phase, from OMol25.

Output
Net charge ... 0
Gap between HOMO and LUMO ... 11.0 eV

The geometry in XYZ format:
```
15
C5H7NO2, DFT ωB97M-V with the def2-TZVPD basis set
C -1.87 0.71 0.31
C -0.59 0.05 -0.24
C -0.98 -1.20 -1.13
C 0.31 0.89 -1.09
N 1.49 1.13 -0.56
O 1.51 0.42 0.68
C 0.44 -0.41 0.71
O 0.34 -1.36 1.49
H -1.46 1.68 0.60
H -2.30 0.06 1.01
H -2.53 0.95 -0.51
H -1.35 -2.06 -0.46
H -1.74 -0.94 -1.88
H 0.05 -1.58 -1.54
H 0.17 1.28 -2.02
```

Atomic partial charges in e from the natural (NBO) method, atoms 1 to 2: -0.5755 -0.2367

Version Q
The following is a quantum chemistry calculation of C5H7NO2 in the gas phase, from OMol25.

Output
Net charge ... 0
Gap between HOMO and LUMO ... 10.1 eV

The geometry in XYZ format:
```
15
C5H7NO2, DFT ωB97M-V with the def2-TZVPD basis set
O -0.01 -1.62 0.45
C 0.07 -0.71 -0.59
C -1.28 -0.03 -0.93
C -1.46 0.84 0.28
N -0.53 1.25 1.17
O 0.72 0.82 1.06
C 0.99 0.42 -0.27
C 1.51 -0.74 -1.07
H -0.15 -1.18 1.33
H -2.10 -0.72 -1.11
H -1.16 0.50 -1.87
H -2.47 1.16 0.54
H 0.97 1.33 -0.92
H 2.08 -1.54 -0.60
H 1.79 -0.55 -2.14
```

Atomic partial charges in e from the natural (NBO) method, atoms 1 to 2: -0.7094 0.1933

Version R
The following is a quantum chemistry calculation of C5H7NO2 in the gas phase, from OMol25.

Output
Net charge ... 0
Gap between HOMO and LUMO ... 9.7 eV

The geometry in XYZ format:
```
15
C5H7NO2, DFT ωB97M-V with the def2-TZVPD basis set
C 2.15 0.78 0.09
C 0.70 0.65 -0.07
C -0.27 1.61 -0.22
C -1.57 0.89 -0.17
O -2.83 1.30 -0.18
N -1.26 -0.39 0.00
C -2.16 -1.34 0.60
O 0.09 -0.57 0.19
H 2.58 0.25 0.91
H 2.74 0.53 -0.78
H 2.11 1.91 0.23
H -0.13 2.73 -0.28
H -2.71 -0.76 1.28
H -2.88 -1.72 -0.08
H -1.83 -2.24 1.01
```

Atomic partial charges in e from the natural (NBO) method, atoms 1 to 2: -0.6664 0.3438

Version S
The following is a quantum chemistry calculation of C5H7NO2 in the gas phase, from OMol25.

Output
Net charge ... 0
Gap between HOMO and LUMO ... 9.0 eV

The geometry in XYZ format:
```
15
C5H7NO2, DFT ωB97M-V with the def2-TZVPD basis set
C -0.90 -2.08 0.44
C -0.41 -0.85 0.30
C -1.15 0.38 0.85
C 0.93 -0.60 -0.26
N 1.28 0.48 -0.83
O 2.46 0.74 -1.32
C 0.81 1.83 -1.09
O 0.12 2.12 -2.03
H -1.72 -2.30 1.11
H -0.36 -2.96 0.39
H -1.90 0.15 1.58
H -1.59 1.07 0.14
H -0.31 0.96 1.33
H 1.55 -1.42 -0.22
H 1.20 2.47 -0.38
```

Atomic partial charges in e from the natural (NBO) method, atoms 1 to 2: -0.3590 -0.0302

Which of them is the least stable? Correct choice: version Q.

Version P
The following is a quantum chemistry calculation of 2 unconnected molecules or ions with the total composition C3H10N3O, from OMol25.

Output
Net charge ... +1
Gap between HOMO and LUMO ... 10.6 eV

The geometry in XYZ format:
```
17
C3H10N3O, DFT ωB97M-V with the def2-TZVPD basis set
C -1.89 0.64 -0.99
C 1.31 0.03 -0.43
C 1.78 -1.32 -0.16
N -1.56 0.14 0.13
N -2.42 -0.05 1.15
N 1.89 1.08 0.15
O -0.40 -0.23 0.60
H -2.99 0.99 -1.10
H -1.27 0.85 -1.88
H 0.86 0.40 -1.34
H 1.63 -1.69 0.98
H 2.79 -1.17 -0.35
H 1.55 -2.08 -0.72
H -2.15 -0.61 1.94
H -3.43 0.11 1.17
H 1.67 2.03 -0.03
H 2.64 0.89 0.88
```

Atomic partial charges in e from the natural (NBO) method, atoms 1 to 2: -0.1972 0.3428

Version Q
The following is a quantum chemistry calculation of a gas-phase ion, C3H10N3O (charge +1), from OMol25.

Output
Net charge ... +1
Gap between HOMO and LUMO (alpha / beta) ... 7.0 / 7.0 eV

The geometry in XYZ format:
```
17
C3H10N3O, DFT ωB97M-V with the def2-TZVPD basis set
C 0.72 0.79 1.66
N 0.35 -0.32 0.81
C -0.55 -1.38 1.05
C 0.63 -0.04 -0.52
N -0.54 0.73 -1.30
N -0.52 0.38 -2.75
O -1.58 0.90 -0.70
H -0.07 1.22 2.29
H 1.34 0.44 2.51
H 1.29 1.58 1.16
H -0.04 -2.26 0.94
H -0.66 -1.29 2.20
H -1.58 -1.34 0.49
H 1.49 0.64 -0.58
H 0.67 -1.04 -0.99
H 0.43 0.27 -3.05
H -1.41 0.73 -3.22
```

Atomic partial charges in e from the natural (NBO) method, atoms 1 to 2: -0.4401 -0.3706

Which of them is the least stable? Correct choice: version Q.

Version P
The following is a quantum chemistry calculation of 2 unconnected molecules or ions with the total composition C3H10N3O, from OMol25.

Output
Net charge ... +1
Gap between HOMO and LUMO ... 7.6 eV

The geometry in XYZ format:
```
17
C3H10N3O, DFT ωB97M-V with the def2-TZVPD basis set
C 0.07 0.69 0.60
C -3.00 1.90 0.51
C -2.24 -0.27 0.21
N 2.08 -1.64 0.04
N 2.66 -1.19 -1.23
N -0.97 0.04 0.39
O -3.25 0.56 0.31
H 0.14 0.88 1.64
H 0.88 0.84 -0.03
H 2.96 -1.70 0.71
H -3.97 2.20 0.96
H -2.59 2.39 -0.41
H -2.10 2.06 1.16
H -2.44 -1.30 0.31
H 1.60 -2.49 -0.22
H 2.96 -0.21 -1.10
H 3.44 -1.80 -1.51
```

Atomic partial charges in e from the natural (NBO) method, atoms 1 to 2: 0.1628 -0.2838

Version Q
The following is a quantum chemistry calculation of a gas-phase ion, C3H10N3O (charge +1), from OMol25.

Output
Net charge ... +1
Gap between HOMO and LUMO ... 9.9 eV

The geometry in XYZ format:
```
17
C3H10N3O, DFT ωB97M-V with the def2-TZVPD basis set
N 0.57 -1.18 0.16
C 1.17 0.00 -0.45
N 2.42 0.34 0.29
C 0.13 1.13 -0.05
O -1.32 1.05 -0.34
C -1.92 0.02 0.16
N -3.19 -0.12 0.02
H 0.71 -1.19 1.14
H 0.91 -2.01 -0.34
H 1.21 -0.18 -1.54
H 3.28 0.08 -0.18
H 2.38 1.40 0.33
H 0.34 1.34 1.09
H 0.36 2.04 -0.63
H -1.30 -0.76 0.65
H -3.79 0.55 -0.50
H -3.68 -0.83 0.64
```

Atomic partial charges in e from the natural (NBO) method, atoms 1 to 2: -0.8785 0.0748

Which of them is the least stable? Correct choice: version P.

Version P
The following is a quantum chemistry calculation of C3H5N3O in the gas phase, from OMol25.

Output
Net charge ... 0
Gap between HOMO and LUMO ... 9.1 eV

The geometry in XYZ format:
```
12
C3H5N3O, DFT ωB97M-V with the def2-TZVPD basis set
C -2.00 -0.41 0.13
N -0.66 -0.13 -0.09
N 0.09 -1.28 -0.12
C 1.51 -0.99 -0.04
N 1.47 0.26 0.25
C 0.26 0.86 -0.08
O 0.02 2.09 -0.09
H -2.58 -0.93 -0.66
H -2.15 -0.99 1.26
H -2.51 0.48 0.11
H -0.28 -2.36 -0.46
H 2.40 -1.67 0.14
```

Atomic partial charges in e from the natural (NBO) method, atoms 1 to 2: -0.4059 -0.2644

Version Q
The following is a quantum chemistry calculation of 2 unconnected molecules or ions with the total composition C3H5N3O, from OMol25.

Output
Net charge ... 0
Gap between HOMO and LUMO ... 9.7 eV

The geometry in XYZ format:
```
12
C3H5N3O, DFT ωB97M-V with the def2-TZVPD basis set
C -1.00 1.48 -0.79
C -0.23 0.40 -0.07
N 0.75 -0.25 -0.91
N 1.77 -0.60 -0.31
C 0.67 -2.74 1.14
O 0.99 -2.73 2.23
N -0.44 -0.07 1.09
H -1.89 1.04 -1.24
H -0.40 1.94 -1.58
H -1.32 2.25 -0.08
H 2.34 -1.13 -1.00
H -1.22 0.41 1.53
```

Atomic partial charges in e from the natural (NBO) method, atoms 1 to 2: -0.6924 0.3802

Which of them is the least stable? Correct choice: version P.

Version P
The following is a quantum chemistry calculation of C3H5N3O in the gas phase, from OMol25.

Output
Net charge ... 0
Gap between HOMO and LUMO ... 10.0 eV

The geometry in XYZ format:
```
12
C3H5N3O, DFT ωB97M-V with the def2-TZVPD basis set
N -1.17 0.58 1.38
C -0.43 -0.53 0.94
C 0.45 -0.17 -0.21
C 0.50 -0.64 -1.44
O 1.34 0.25 -2.04
N 1.80 1.11 -1.18
N 1.23 0.94 0.00
H -0.65 1.61 1.47
H -2.15 0.47 0.77
H 0.17 -0.80 1.72
H -1.12 -1.38 0.66
H 0.03 -1.43 -2.07
```

Atomic partial charges in e from the natural (NBO) method, atoms 1 to 2: -0.8635 -0.2383

Version Q
The following is a quantum chemistry calculation of a molecular structure, C3H5N3O, from OMol25.

Output
Net charge ... 0
Gap between HOMO and LUMO ... 8.9 eV

The geometry in XYZ format:
```
12
C3H5N3O, DFT ωB97M-V with the def2-TZVPD basis set
N 2.11 -0.27 -0.07
C 0.73 0.02 -0.03
C -0.03 1.16 -0.09
N -1.37 0.80 0.02
C -1.43 -0.53 0.14
O -2.66 -0.93 0.23
N -0.19 -1.06 0.11
H 2.51 -0.13 -1.00
H 2.64 0.30 0.59
H 0.29 2.19 -0.21
H -2.66 0.48 0.11
H 0.06 -2.04 0.22
```

Atomic partial charges in e from the natural (NBO) method, atoms 1 to 2: -0.8430 0.2186

Which of them is the least stable? Correct choice: version P.

Version P
The following is a quantum chemistry calculation of C3H5N3O in the gas phase, from OMol25.

Output
Net charge ... 0
Gap between HOMO and LUMO ... 8.5 eV

The geometry in XYZ format:
```
12
C3H5N3O, DFT ωB97M-V with the def2-TZVPD basis set
N 0.28 -1.66 1.47
C 0.07 -0.63 0.54
C -1.13 -0.38 -0.03
N -0.89 0.68 -0.93
C 0.43 0.95 -0.82
O 0.97 1.93 -1.57
N 1.05 0.21 0.06
H -0.36 -1.60 2.26
H 1.24 -1.72 1.77
H -2.05 -0.89 0.16
H -1.52 1.13 -1.58
H 1.91 1.97 -1.33
```

Atomic partial charges in e from the natural (NBO) method, atoms 1 to 2: -0.8230 0.2707

Version Q
The following is a quantum chemistry calculation of C3H5N3O in the gas phase, from OMol25.

Output
Net charge ... 0
Gap between HOMO and LUMO ... 8.7 eV

The geometry in XYZ format:
```
12
C3H5N3O, DFT ωB97M-V with the def2-TZVPD basis set
N -1.99 -0.57 0.76
C -0.73 -0.20 0.28
N 0.32 -0.98 0.17
C 1.32 -0.14 -0.28
O 2.56 -0.62 -0.50
C 0.88 1.13 -0.46
N -0.48 1.07 -0.10
H -1.98 -1.54 1.07
H -2.72 -0.45 0.07
H 2.53 -1.56 -0.27
H 1.34 2.01 -0.88
H -1.05 1.86 0.15
```

Atomic partial charges in e from the natural (NBO) method, atoms 1 to 2: -0.8254 0.5134

Which of them is the least stable? Correct choice: version P.

Version P
The following is a quantum chemistry calculation of 2 unconnected molecules or ions with the total composition C3H5N3O, from OMol25.

Output
Net charge ... 0
Gap between HOMO and LUMO ... 11.3 eV

The geometry in XYZ format:
```
12
C3H5N3O, DFT ωB97M-V with the def2-TZVPD basis set
N 0.95 -1.32 -0.65
C 1.05 -0.24 -0.25
C 1.30 1.15 0.17
O 2.65 1.49 0.03
H 0.63 1.81 -0.40
H 1.04 1.26 1.23
H 2.92 1.32 -0.88
N -2.01 -2.32 0.08
C -1.93 -1.11 0.22
N -1.75 0.09 0.48
H -2.25 -2.71 -0.82
H -2.59 0.56 0.79
```

Atomic partial charges in e from the natural (NBO) method, atoms 1 to 2: -0.3347 0.2613

Version Q
The following is a quantum chemistry calculation of C3H5N3O in the gas phase, from OMol25.

Output
Net charge ... 0
Gap between HOMO and LUMO (alpha / beta) ... 8.6 / 8.6 eV

The geometry in XYZ format:
```
12
C3H5N3O, DFT ωB97M-V with the def2-TZVPD basis set
C 0.00 -1.57 -0.75
C 1.55 -0.56 0.68
C -1.39 0.89 -0.10
N 0.91 -1.69 0.06
N 0.96 0.70 0.30
N -0.03 0.74 -0.67
O 2.48 -0.71 1.45
H -0.87 -1.94 -1.33
H -2.10 0.48 -0.81
H -1.63 0.28 0.89
H -1.65 2.00 0.00
H 1.77 1.38 0.29
```

Atomic partial charges in e from the natural (NBO) method, atoms 1 to 2: 0.3177 0.7269

Which of them is the least stable? Correct choice: version Q.